{
  "formula": "C8H13N2O",
  "method": "ωB97M-V/def2-TZVPD",
  "orbital_gap_ha": [0.268, 0.213],
  "s2": 2.016,
  "multiplicity": 3,
  "de_lowest_kcal_mol": 45.3,
  "total_charge": 1,
  "species": ["C", "C", "C", "C", "C", "C", "C", "C", "N", "N", "O", "H", "H", "H", "H", "H", "H", "H", "H", "H", "H", "H", "H", "H"],
  "positions_angstrom": [[-0.0817, 1.6386, -2.9206], [0.0054, 0.5453, -0.9604], [2.3270, -0.6614, 0.3120], [1.0415, -0.7257, 0.4782], [-1.5582, 1.4056, -2.9639], [-2.0781, 1.5571, -1.5251], [0.9149, -1.2944, 3.4857], [0.4604, -2.0898, 2.2759], [0.6174, 1.1764, -1.9565], [-1.2202, 0.7846, -0.6296], [0.0734, -1.2264, 1.1755], [0.4227, 2.2187, -3.6813], [2.9984, -1.2025, 0.9636], [2.7812, -0.0801, -0.4665], [-2.0526, 2.1116, -3.6280], [-1.7600, 0.3953, -3.3355], [-2.0719, 2.6081, -1.2115], [-3.0986, 1.1805, -1.4452], [1.7832, -0.6821, 3.2543], [0.1167, -0.6483, 3.8424], [1.1813, -1.9857, 4.2797], [-0.4418, -2.6635, 2.4967], [1.2446, -2.7701, 1.9291], [-1.6048, 0.4080, 0.2310]]
}

=====

{
  "formula": "C35H51Cl2MoP",
  "method": "ωB97M-V/def2-TZVPD",
  "orbital_gap_ha": [0.078, 0.148],
  "s2": 2.056,
  "multiplicity": 3,
  "total_charge": -2,
  "species": ["P", "C", "C", "C", "C", "C", "C", "C", "C", "C", "C", "C", "C", "C", "C", "C", "C", "C", "C", "H", "H", "H", "H", "H", "H", "H", "H", "H", "H", "H", "H", "H", "H", "H", "H", "H", "H", "H", "H", "H", "H", "H", "H", "H", "H", "H", "H", "H", "H", "H", "H", "H", "Mo", "Cl", "Cl", "C", "H", "C", "C", "C", "C", "C", "C", "H", "H", "H", "H", "H", "C", "C", "C", "C", "C", "C", "C", "C", "C", "C", "H", "H", "H", "H", "H", "H", "H", "H", "H", "H", "H", "H"],
  "positions_angstrom": [[0.1997, -0.5480, -1.2511], [1.5334, -0.1847, -2.5782], [1.5173, -0.9886, -3.9009], [2.7116, -0.6578, -4.8078], [2.8681, 0.8544, -5.0167], [2.8899, 1.6417, -3.6955], [1.6586, 1.3196, -2.8226], [-1.3728, 0.2047, -2.0747], [-1.5721, -0.0176, -3.5843], [-2.9005, 0.5757, -4.0800], [-3.0559, 2.0460, -3.6814], [-2.8325, 2.2617, -2.1828], [-1.4831, 1.6800, -1.7337], [-0.1626, -2.2779, -1.8757], [0.9854, -3.2606, -1.6815], [0.7831, -4.3977, -2.7075], [-0.5446, -5.1329, -2.4620], [-1.7319, -4.1779, -2.2662], [-1.3857, -3.0001, -1.3333], [2.4391, -0.5062, -2.0363], [0.5924, -0.8115, -4.4690], [1.5325, -2.0694, -3.7195], [2.5685, -1.1626, -5.7764], [3.6260, -1.0722, -4.3506], [3.7742, 1.0679, -5.5973], [2.0341, 1.2108, -5.6353], [3.7930, 1.3761, -3.1217], [2.9145, 2.7212, -3.9033], [1.7387, 1.8505, -1.8617], [0.7561, 1.7092, -3.3194], [-2.1839, -0.3217, -1.5440], [-3.7304, -0.0191, -3.6692], [-1.5505, -1.0813, -3.8676], [-0.7470, 0.4657, -4.1290], [-2.9401, 0.4731, -5.1715], [-4.0406, 2.4256, -3.9744], [-2.3264, 2.6434, -4.2404], [-2.8686, 3.3294, -1.9346], [-3.6312, 1.7655, -1.6093], [-1.3727, 1.8010, -0.6550], [-0.6657, 2.2720, -2.1675], [-0.3384, -2.1510, -2.9529], [1.9765, -2.8012, -1.7619], [0.9247, -3.6670, -0.6568], [0.7421, -3.9838, -3.7273], [1.6260, -5.1013, -2.6863], [-0.4432, -5.7225, -1.5416], [-0.7554, -5.8364, -3.2823], [-2.6020, -4.7188, -1.8666], [-2.0236, -3.7940, -3.2534], [-2.2415, -2.3419, -1.1930], [-1.1524, -3.3886, -0.3314], [0.6434, -0.3624, 1.7276], [-1.5587, -0.9998, 1.2506], [2.8077, -0.7078, 0.9025], [0.6397, 1.4289, 2.4054], [1.4376, 1.7640, 3.1047], [-1.3046, 4.8682, 0.6964], [0.0005, 4.9624, 1.2091], [0.6116, 3.8491, 1.7868], [-0.0791, 2.5987, 1.8701], [-1.4081, 2.5317, 1.3744], [-2.0118, 3.6659, 0.7913], [-1.7872, 5.7486, 0.2625], [0.5502, 5.9092, 1.1668], [1.6451, 3.8697, 2.1536], [-1.9539, 1.5757, 1.4123], [-3.0404, 3.6229, 0.4066], [-0.8657, -1.7109, 5.2276], [0.5515, -1.1300, 5.0181], [1.5897, -2.1544, 5.4884], [0.8228, -0.9569, 3.5022], [0.6588, 0.1508, 5.8655], [1.4820, 0.2533, 7.0062], [1.2944, 1.2991, 7.9400], [0.3378, 2.2995, 7.6934], [-0.4249, 2.2200, 6.5293], [-0.2316, 1.1867, 5.6096], [-1.0432, -2.5822, 4.5833], [-1.6575, -0.9766, 5.0193], [-1.0429, -2.0327, 6.2608], [1.5175, -3.0536, 4.8650], [2.5975, -1.7369, 5.3625], [1.4864, -2.4552, 6.5361], [1.7554, -1.5655, 3.2547], [2.2997, -0.4618, 7.1961], [1.8964, 1.3268, 8.8545], [0.1837, 3.0967, 8.4296], [-1.1665, 2.9848, 6.3208], [-0.7633, 1.1731, 4.6590]]
}

=====

{
  "formula": "C4H11N2O",
  "method": "ωB97M-V/def2-TZVPD",
  "orbital_gap_ha": 0.232,
  "smiles": "NC[C@H](N)CC[O-]",
  "de_lowest_kcal_mol": 65.1,
  "total_charge": -1,
  "species": ["N", "C", "C", "N", "C", "C", "O", "H", "H", "H", "H", "H", "H", "H", "H", "H", "H", "H"],
  "positions_angstrom": [[-1.1300, -1.5480, -1.0031], [-1.5239, -0.2737, -0.2316], [-0.4510, 0.2366, 0.7676], [-1.1106, 1.4786, 1.2017], [1.0741, 0.5874, 0.2164], [1.7146, -0.6813, -0.4114], [1.6084, -2.0234, 0.0926], [-1.1511, -1.3242, -2.0101], [-0.1852, -1.5021, -0.6344], [-1.7419, 0.4315, -1.0897], [-2.3941, -0.4381, 0.3889], [-0.2787, -0.4850, 1.6000], [-0.4183, 2.0069, 1.7280], [-1.3577, 2.0922, 0.4055], [1.7549, 1.0210, 0.9603], [1.0027, 1.4292, -0.4678], [2.7568, -0.5787, -0.0225], [1.8309, -0.4288, -1.4906]]
}

=====

{
  "formula": "C9H14O",
  "method": "ωB97M-V/def2-TZVPD",
  "orbital_gap_ha": 0.339,
  "smiles": "Cc1ccc(O)cc1.CC",
  "de_lowest_kcal_mol": 25.8,
  "species": ["C", "C", "C", "C", "C", "O", "C", "C", "H", "H", "H", "H", "H", "H", "H", "H", "C", "C", "H", "H", "H", "H", "H", "H"],
  "positions_angstrom": [[1.2428, 2.5911, -0.1877], [0.8550, 1.2659, -0.8130], [1.8430, 0.2866, -0.8621], [1.5564, -1.0141, -1.3023], [0.2617, -1.2440, -1.7559], [0.0254, -2.6039, -1.8610], [-0.6951, -0.2498, -1.7625], [-0.4173, 1.0130, -1.3031], [2.2780, 2.8411, -0.4318], [1.1066, 2.6149, 0.8744], [0.6733, 3.3594, -0.6915], [2.7783, 0.4508, -0.3510], [2.2731, -1.8190, -1.1682], [-0.8063, -2.8325, -2.2850], [-1.7098, -0.5640, -1.9632], [-1.1890, 1.7554, -1.1952], [-1.8089, -0.2631, 1.8704], [-0.6537, -1.1035, 2.2943], [-1.6469, 0.5931, 1.2279], [-2.6616, -0.8081, 1.4250], [-2.3541, 0.1932, 2.7637], [-0.7918, -1.8202, 3.1395], [0.2598, -0.5871, 2.5836], [-0.4190, -2.0553, 1.7550]]
}

=====

{
  "formula": "C8H14N3O3",
  "method": "ωB97M-V/def2-TZVPD",
  "orbital_gap_ha": 0.395,
  "smiles": "COC(=O)[C@@]12[NH2+]C[C@@H](CNC1=O)N2C",
  "de_lowest_kcal_mol": 42.1,
  "total_charge": 1,
  "species": ["C", "O", "C", "O", "C", "N", "C", "C", "C", "N", "C", "O", "N", "C", "H", "H", "H", "H", "H", "H", "H", "H", "H", "H", "H", "H", "H", "H"],
  "positions_angstrom": [[-3.0234, -2.4957, -0.2598], [-2.0949, -1.3884, 0.0280], [-0.9177, -1.3290, -0.5100], [-0.3341, -2.1226, -1.2446], [-0.1795, -0.0400, -0.1721], [0.8534, 0.0434, -1.3469], [1.9347, 0.9522, -0.8458], [1.5103, 1.1186, 0.6457], [0.6624, 2.3850, 0.8455], [-0.5829, 2.2679, 0.2023], [-1.0871, 1.2268, -0.3607], [-2.0102, 1.1301, -1.1021], [0.6058, 0.0109, 0.9885], [1.1282, -1.2354, 1.4296], [-3.6971, -2.4336, 0.6234], [-2.4448, -3.4398, -0.4739], [-3.6202, -2.1075, -1.1017], [0.4383, 0.2041, -2.2568], [1.2574, -0.8272, -1.4397], [1.9133, 1.8646, -1.3413], [2.9668, 0.6055, -0.9790], [2.2739, 1.1497, 1.4074], [0.5948, 2.6951, 1.8873], [1.2717, 3.3282, 0.3274], [-1.1214, 3.0457, 0.4001], [0.1369, -1.6301, 1.9339], [1.5699, -1.9096, 0.5786], [1.9960, -1.0690, 2.1368]]
}

=====

{
  "formula": "C2H6NO3",
  "method": "ωB97M-V/def2-TZVPD",
  "orbital_gap_ha": 0.268,
  "de_lowest_kcal_mol": 49.6,
  "total_charge": -1,
  "species": ["O", "C", "N", "C", "O", "H", "H", "H", "H", "H", "H", "O"],
  "positions_angstrom": [[1.8423, -1.8565, 0.5367], [0.5975, -1.9345, 0.6409], [-0.3203, -1.0079, 0.8358], [0.8654, 3.0503, 0.0599], [0.8962, 3.1396, -1.1379], [0.1731, -2.9497, 0.5278], [0.1481, -0.0991, 0.8075], [0.2668, 3.7378, 0.6832], [1.3674, 2.2003, 0.5533], [-2.6660, -1.7009, -1.0763], [-1.2190, -1.3152, -0.8860], [-1.9516, -1.2642, -1.5447]]
}

=====

{
  "formula": "C13H19NO3",
  "method": "ωB97M-V/def2-TZVPD",
  "orbital_gap_ha": 0.333,
  "de_lowest_kcal_mol": 377.7,
  "species": ["C", "C", "H", "H", "C", "C", "O", "N", "H", "C", "C", "O", "C", "H", "H", "H", "H", "H", "H", "H", "H", "O", "C", "C", "C", "C", "C", "C", "H", "H", "H", "H", "H", "H", "H", "H"],
  "positions_angstrom": [[2.4222, 2.8724, 0.7881], [1.0240, 2.6096, 0.6380], [0.5231, 3.5625, 0.1601], [0.5335, 2.4507, 1.6251], [0.5296, 1.1943, -0.3315], [-1.0764, 1.2777, -0.3238], [-1.6530, 2.0352, -0.9432], [-1.6891, 0.4731, 0.2480], [-1.1570, -0.1694, 0.8074], [-3.0497, 0.1815, 0.2803], [-3.4570, -0.9192, -0.3732], [-4.8694, -1.2451, -0.7214], [-5.4990, -1.8023, 0.4208], [-5.6179, -0.6518, 1.2109], [-5.0775, -2.4457, 0.9909], [-6.5727, -1.9683, 0.3090], [-2.8998, -1.2905, -1.3298], [-3.0081, -1.9926, 0.2897], [-3.4090, 1.1485, -0.3667], [-3.5433, 0.2987, 1.4153], [0.8986, 1.4381, -1.2688], [0.7811, 0.2795, 0.6421], [2.0133, -0.3969, 0.1835], [2.8658, -0.1082, -0.6877], [4.0176, -0.8026, -1.3584], [4.3069, -2.1130, -0.4076], [3.3303, -2.6724, 0.5904], [2.2650, -1.5246, 0.8207], [1.4382, -1.9843, 1.7334], [3.4999, -3.4308, 1.2357], [5.0890, -2.6506, -0.6540], [4.6870, -0.7106, -2.0146], [2.8422, 0.7854, -1.4174], [2.7500, 2.9340, -0.3120], [2.5412, 3.6757, 1.3274], [2.9320, 2.2200, 1.1692]]
}

=====

{
  "formula": "C2H2N4O6",
  "method": "ωB97M-V/def2-TZVPD",
  "orbital_gap_ha": 0.365,
  "smiles": "O=c1[nH]onc1[N+](=O)[O-].O=NO",
  "de_lowest_kcal_mol": 5.0,
  "species": ["O", "C", "N", "O", "N", "C", "N", "O", "O", "H", "O", "N", "O", "H"],
  "positions_angstrom": [[-0.2503, -0.1323, 1.9558], [-0.4361, -0.6514, 0.8768], [-0.0375, -1.8980, 0.4308], [-0.4150, -2.1192, -0.8600], [-1.1914, -1.0842, -1.1886], [-1.3508, -0.2605, -0.2642], [-2.1062, 0.9750, -0.1624], [-3.2270, 0.7990, 0.2174], [-1.5212, 1.9759, -0.4764], [0.8313, -2.2168, 0.8699], [1.0631, 0.5315, -0.7247], [1.9563, 1.3338, -0.7874], [2.9580, 1.0138, 0.0173], [3.7267, 1.7334, 0.0956]]
}

=====

{
  "formula": "C4H11NO11S2Zn",
  "method": "ωB97M-V/def2-TZVPD",
  "orbital_gap_ha": 0.230,
  "total_charge": -2,
  "species": ["Zn", "S", "O", "O", "O", "O", "S", "O", "O", "O", "O", "C", "C", "O", "O", "H", "H", "H", "H", "H", "H", "O", "C", "N", "C", "H", "H", "H", "H", "H"],
  "positions_angstrom": [[-0.8881, 0.2164, 0.1537], [-3.2286, -0.5566, 0.5603], [-3.6451, -1.9355, 0.5823], [-4.3748, 0.2578, 0.9044], [-2.1477, -0.4024, 1.5275], [-2.5673, -0.2122, -0.7058], [1.9070, 1.3049, 1.6152], [3.0184, 0.9454, 0.7350], [1.9435, 0.5117, 2.8363], [1.9614, 2.7119, 2.0084], [0.6533, 0.9334, 1.0250], [-1.4013, 2.6385, -1.3203], [-0.0300, 2.0709, -1.8304], [0.0343, 0.6203, -1.7823], [-1.5870, 2.1834, -0.0276], [-2.1558, 2.1321, -1.9223], [-1.5852, 3.7049, -1.4507], [0.7223, 2.5195, -1.1816], [0.1086, 2.5647, -2.7922], [0.8190, 0.4769, -2.3165], [-2.4016, 2.5860, 0.2822], [0.0541, -1.9119, 0.2906], [1.1589, -2.4886, 0.5167], [2.0489, -1.8302, 1.2123], [1.5800, -3.7623, -0.2535], [3.0249, -1.8546, 0.9536], [1.8036, -1.0406, 1.7923], [1.8992, -4.5919, 0.3773], [2.4257, -3.5295, -0.9005], [0.8495, -4.2624, -0.8894]]
}

=====

{
  "formula": "C31H40GaN4O",
  "method": "ωB97M-V/def2-TZVPD",
  "orbital_gap_ha": 0.167,
  "de_lowest_kcal_mol": 13.6,
  "total_charge": -1,
  "species": ["Ga", "N", "N", "C", "C", "C", "C", "H", "H", "H", "C", "C", "H", "H", "H", "C", "C", "H", "H", "H", "C", "H", "H", "H", "C", "H", "H", "H", "C", "H", "C", "H", "C", "H", "C", "H", "C", "C", "H", "C", "C", "H", "C", "H", "N", "C", "C", "C", "H", "C", "C", "H", "H", "H", "C", "H", "C", "C", "H", "H", "H", "C", "H", "H", "H", "C", "N", "C", "C", "O", "H", "H", "H", "H", "H", "H", "H"],
  "positions_angstrom": [[0.4239, 0.5407, 0.5671], [-3.5446, 1.8811, 1.4140], [-0.8002, 1.8631, -1.3209], [0.5135, -2.4542, -0.4668], [-0.8387, -2.3829, -0.9064], [-1.6739, -2.3582, 0.2459], [-3.1407, -2.1813, 0.2771], [-3.5706, -2.3283, -0.7210], [-3.4195, -1.1712, 0.6228], [-3.6043, -2.9059, 0.9614], [-0.8495, -2.4706, 1.3951], [-1.3191, -2.6394, 2.7828], [-1.5085, -3.7053, 2.9950], [-2.2628, -2.1078, 2.9567], [-0.5723, -2.2920, 3.5077], [0.5077, -2.4707, 0.9634], [1.6849, -2.4636, 1.8585], [1.5605, -1.7431, 2.6823], [2.6031, -2.2039, 1.3169], [1.8323, -3.4589, 2.3062], [-1.3078, -2.3804, -2.3088], [-1.6232, -3.3899, -2.6226], [-0.5184, -2.0564, -2.9983], [-2.1727, -1.7138, -2.4343], [1.7099, -2.5449, -1.3334], [2.6020, -2.1396, -0.8383], [1.5675, -1.9886, -2.2692], [1.9233, -3.5950, -1.5982], [-4.0195, 2.6639, 2.3755], [-4.9080, 2.2911, 2.8865], [-3.4246, 3.8788, 2.7372], [-3.8680, 4.4227, 3.5666], [-2.3037, 4.3288, 2.0425], [-1.8141, 5.2627, 2.3164], [-1.8142, 3.5508, 0.9923], [-0.9463, 3.8442, 0.3950], [-2.4351, 2.2909, 0.7501], [-1.9094, 1.2426, -0.0661], [-2.5890, 0.5611, -0.5749], [0.4187, 1.3634, -1.1743], [-0.9535, 2.4404, -2.5339], [-1.8721, 2.9152, -2.7948], [0.2295, 2.3249, -3.1849], [0.5191, 2.6763, -4.1603], [1.0622, 1.5672, -2.3743], [2.2059, 0.8488, -2.8062], [2.1366, 0.1415, -4.0226], [3.2729, -0.5495, -4.4348], [3.2617, -1.0503, -5.4076], [4.4190, -0.6171, -3.6426], [5.6489, -1.3064, -4.1453], [6.1822, -1.7999, -3.3263], [6.3468, -0.5963, -4.6104], [5.3876, -2.0529, -4.9017], [4.4087, -0.0006, -2.3897], [5.2901, -0.0721, -1.7467], [3.3216, 0.7551, -1.9566], [3.3967, 1.4494, -0.6330], [2.7907, 2.3599, -0.5885], [4.4465, 1.7257, -0.4502], [3.1116, 0.7920, 0.2092], [0.8902, 0.0693, -4.8431], [0.6236, 1.0342, -5.2894], [0.0210, -0.3207, -4.2914], [1.0718, -0.6251, -5.6738], [-2.9818, 0.1653, 4.2432], [-1.7297, 0.8394, 4.5935], [-1.4998, 1.2041, 5.9799], [-0.7210, 0.9580, 3.7209], [-0.8431, 0.5793, 2.5324], [-3.8076, 0.7238, 4.6998], [-2.9942, -0.8549, 4.6563], [-3.1188, 0.1357, 3.1592], [-0.6791, 0.6113, 6.4109], [-1.2229, 2.2644, 6.0533], [-2.4169, 1.0218, 6.5444], [0.2072, 1.4028, 4.1236]]
}

=====

{
  "formula": "C3H4F2N2",
  "method": "ωB97M-V/def2-TZVPD",
  "orbital_gap_ha": 0.353,
  "smiles": "N/N=C\\C=C(F)F",
  "de_lowest_kcal_mol": 43.8,
  "species": ["N", "N", "C", "C", "C", "F", "F", "H", "H", "H", "H"],
  "positions_angstrom": [[-1.6105, -1.0693, 0.2550], [-2.0922, 0.2568, -0.0059], [-1.1360, 1.1505, -0.2578], [0.2848, 1.0883, 0.1485], [1.0677, 0.0615, -0.1116], [2.3644, 0.1028, 0.2723], [0.7808, -1.1746, -0.4633], [-0.7411, -0.9790, 0.8670], [-2.3006, -1.7393, 0.6353], [-1.4414, 2.1235, -0.5441], [0.7967, 2.1263, 0.3433]]
}

=====

{
  "formula": "CN5O2",
  "method": "ωB97M-V/def2-TZVPD",
  "orbital_gap_ha": 0.139,
  "de_lowest_kcal_mol": 10.4,
  "total_charge": 1,
  "species": ["C", "N", "N", "N", "N", "N", "O", "O"],
  "positions_angstrom": [[-0.5961, 0.1861, 0.3249], [-1.4562, 1.0549, -0.4919], [-1.5431, -0.9918, 0.5893], [-2.5231, 0.4626, -0.6311], [-2.5992, -0.7821, 0.0809], [3.6020, -0.2572, -0.3652], [4.6020, 0.1426, -0.2424], [0.5137, 0.1849, 0.7355]]
}